(1)
C9H9N3O | the ωB97M-V functional and the def2-TZVPD basis

Computed properties:
SMILES: COc1ccc(-n2cnnc2)cc1
Spin multiplicity: 1
E_HOMO in eV: -8.92
LUMO in eV: 0.6
E in Ha: -587.804915
Gap between HOMO and LUMO in Ha: 0.3502

XYZ file:
```
22
Properties=species:S:1:pos:R:3:forces:R:3:lowdin_charge:R:1
C 3.96854 -0.56419 0.24585 -0.579 -0.421 1.790 -0.090
O 3.12290 0.46495 -0.11337 -0.209 2.029 -0.341 -0.099
C 1.78263 0.29086 -0.10295 0.874 0.956 -0.842 -0.288
C 1.06086 1.48224 -0.38031 1.651 0.019 0.137 0.002
C -0.29600 1.38624 -0.45817 -1.723 2.144 1.129 -0.023
C -0.95112 0.17554 -0.17135 0.485 -0.347 -0.181 -0.234
N -2.35573 0.06557 -0.13565 -4.361 -0.381 0.265 0.006
C -3.29852 -0.81823 -0.69843 -0.418 -0.332 0.233 -0.138
N -4.54154 -0.57843 -0.29854 1.656 -0.662 -0.872 -0.005
N -4.50309 0.48420 0.55006 0.765 0.032 0.002 0.006
C -3.25508 0.80374 0.63612 1.865 1.531 0.407 -0.182
C -0.21876 -0.95078 0.12711 0.297 0.356 -0.407 0.001
C 1.17892 -0.92214 0.08519 -1.190 0.054 0.408 -0.009
H 3.94414 -1.25259 -0.56453 0.149 -1.379 -0.258 0.086
H 4.98523 -0.19389 0.35331 -0.133 0.236 0.065 0.095
H 3.57463 -0.93525 1.24478 0.905 -0.317 -1.140 0.122
H 1.69410 2.43076 -0.48876 -1.358 -1.463 0.119 0.153
H -0.89889 2.36106 -0.41953 0.756 -1.617 -0.717 0.144
H -3.10825 -1.69455 -1.30487 0.476 0.371 -0.101 0.116
H -2.84063 1.62407 1.20307 -0.266 0.047 0.206 0.119
H -0.75215 -1.83526 0.40568 -0.103 -0.494 0.005 0.116
H 1.70781 -1.82394 0.28529 0.461 -0.360 0.092 0.103
```
Forces are in eV/Å.

(2)
C9H14 | the ωB97M-V functional and the def2-TZVPD basis

Computed properties:
Spin multiplicity: 2
Expectation value of S²: 0.77
E_HOMO (alpha / beta) in eV: -14.42 / -14.42
Net charge: +1
LUMO (alpha / beta) in eV: -4.5 / -8.3
E in Ha: -351.003174
Gap between HOMO and LUMO (alpha / beta) in Ha: 0.3658 / 0.2263

XYZ file:
```
23
Properties=species:S:1:pos:R:3:forces:R:3:lowdin_charge:R:1
C -0.35645 0.22622 -3.04210 -0.088 0.675 0.252 0.008
C -0.48931 2.29461 0.69036 0.633 0.416 -0.396 0.065
C 0.38620 2.76399 -0.34663 -0.219 -0.153 -0.077 0.018
C -1.28157 1.16019 0.49257 -0.645 -0.056 -0.230 -0.026
C 0.45811 2.08669 -1.52769 0.078 0.600 0.040 0.013
C -1.25480 0.50861 -0.70959 0.191 0.393 0.290 0.039
C -0.40177 0.99246 -1.77347 0.391 -0.948 0.047 -0.149
H -0.47162 2.83929 1.62362 -0.249 -0.097 0.132 0.135
H 0.96424 3.67132 -0.20827 0.031 -0.195 0.173 0.133
H -1.99656 0.85572 1.24130 0.196 -0.147 0.248 0.131
H 1.15277 2.42792 -2.28791 -0.189 -0.132 -0.078 0.138
H -1.85375 -0.38403 -0.84272 -0.009 0.085 -0.233 0.142
H 0.23795 0.71509 -3.81126 -0.028 -0.053 0.054 0.101
H -1.37915 0.07864 -3.38718 -0.067 -0.216 -0.166 0.114
H 0.06723 -0.75592 -2.81882 -0.023 -0.190 -0.036 0.124
C 0.72916 -2.60690 2.81887 -0.476 -0.189 0.655 -0.164
C 0.81222 -2.26437 1.33824 0.455 0.042 -0.189 -0.171
H 0.64602 -1.74328 3.48229 0.128 0.224 -0.292 0.061
H -0.15608 -3.20254 3.06707 0.171 -0.056 -0.194 0.067
H 1.59966 -3.14779 3.17562 0.061 -0.220 -0.110 0.064
H 0.27495 -2.95781 0.69008 -0.229 0.039 0.177 0.064
H 0.47097 -1.24736 1.15445 -0.202 0.052 -0.151 0.028
H 1.84158 -2.31075 0.98118 0.087 0.125 0.084 0.064
```
Forces are in eV/Å.

Results for ΔE to the lowest compared entry with this formula, charge and spin: 150.8 15.3 (in kJ/mol, following the order of the records).